Computed, not measured: 2 unconnected molecules or ions with the total composition C27H38N3, with ωB97M-V/def2-TZVPD.

Structure (XYZ):
```
68
Properties=species:S:1:pos:R:3:forces:R:3
C -1.87797 4.37878 3.35868 -0.15 0.15 -0.06
C -0.76536 3.64361 2.61603 0.06 -0.36 -0.11
C -1.22645 3.06141 1.26989 -0.02 0.28 -0.04
N -2.47249 2.30267 1.37284 0.31 0.55 0.97
C -2.74510 1.29614 0.51076 0.63 -1.23 -1.17
C -1.86743 0.60414 -0.28174 -0.36 0.97 0.74
C -2.52641 -0.41002 -1.13934 -0.34 -0.43 -0.46
C -4.03600 -0.27308 -0.81536 0.09 -0.03 -0.11
C -4.15295 0.76450 0.31840 -0.31 -0.12 0.02
C -3.57459 2.95237 2.06975 -0.40 0.38 -0.11
C -3.18180 3.58146 3.40906 0.06 -0.33 0.05
H -1.55248 4.58528 4.38202 -0.02 0.11 -0.12
H -2.06233 5.34772 2.87841 0.04 -0.10 -0.01
H 0.07150 4.32987 2.42576 -0.14 -0.15 0.04
H -0.37138 2.83169 3.24612 -0.15 0.08 -0.09
H -1.33019 3.89662 0.54653 -0.18 -0.24 0.13
H -0.43681 2.41977 0.86445 -0.45 0.13 0.09
H -0.80225 0.79616 -0.32506 -0.26 0.23 -0.25
H -2.35048 -0.23151 -2.20663 0.05 -0.02 0.06
H -2.17379 -1.43225 -0.95031 0.02 0.02 0.05
H -4.58599 0.07124 -1.69698 0.09 -0.10 0.16
H -4.46438 -1.23396 -0.51908 0.01 0.14 -0.06
H -4.54116 0.28500 1.23061 0.16 0.27 -0.11
H -4.86821 1.55138 0.03788 0.25 -0.07 0.23
H -4.02976 3.72660 1.42139 0.15 -0.09 0.12
H -4.35714 2.20761 2.25890 0.24 0.24 -0.09
H -3.09450 2.78422 4.16163 0.04 0.12 -0.16
H -4.01074 4.22855 3.72474 0.20 -0.15 0.01
C -1.59148 -6.12545 -2.42715 0.31 0.36 -0.45
N -0.72126 -5.94009 -1.28358 -0.37 0.08 0.36
C -0.06311 -7.13510 -0.80492 0.13 -0.08 0.16
C -0.29087 -4.68053 -0.88058 0.02 0.23 0.10
C -0.51880 -4.26122 0.45560 0.12 -0.19 -0.15
C -0.23106 -2.97257 0.83912 0.17 0.45 -0.06
C 0.42498 -2.06514 -0.04643 -0.30 -0.25 -0.32
C 0.74615 -0.75214 0.42164 0.90 -0.15 0.38
C 1.87817 0.03673 0.07660 -0.09 -0.24 0.19
C 1.98369 1.37617 0.57394 -0.22 0.01 -0.21
C 2.95274 2.22985 0.10902 -0.23 -0.02 0.10
C 4.01510 1.74611 -0.69720 -0.33 0.39 -0.57
N 4.96707 2.63771 -1.15057 -0.33 -0.14 0.52
C 6.38336 2.37075 -1.05506 0.23 -0.63 -0.30
C 4.59483 3.79978 -1.93315 -0.16 0.30 0.05
C 4.02102 0.37544 -1.06325 0.03 -0.26 0.33
C 2.97073 -0.45210 -0.70800 0.09 0.34 -0.11
C 0.67859 -2.50561 -1.37595 0.05 0.19 0.25
C 0.31380 -3.77528 -1.78270 -0.24 -0.09 0.04
H -2.33858 -5.32130 -2.47987 0.23 -0.22 0.02
H -1.03202 -6.15254 -3.37468 -0.20 -0.06 -0.01
H -2.11090 -7.08453 -2.31142 0.08 0.26 -0.02
H 0.36683 -6.95994 0.18773 -0.08 -0.12 -0.20
H -0.79342 -7.95077 -0.75702 0.19 0.10 0.15
H 0.74448 -7.44326 -1.49171 -0.10 0.02 0.21
H -0.99626 -4.95853 1.14798 0.13 0.26 -0.24
H -0.48592 -2.62623 1.84379 0.06 -0.14 -0.28
H 0.08294 -0.34984 1.19770 0.39 -0.22 -0.11
H 1.26818 1.72485 1.32668 0.23 -0.13 -0.43
H 2.94844 3.28408 0.39369 0.10 -0.39 0.07
H 6.60913 1.82701 -0.12714 -0.05 0.17 -0.29
H 6.74754 1.78380 -1.91088 0.17 0.12 0.13
H 6.90757 3.33387 -1.04246 -0.06 -0.29 0.04
H 3.55371 4.08119 -1.74227 0.23 -0.04 -0.08
H 5.25195 4.63774 -1.67653 -0.22 -0.05 -0.01
H 4.71344 3.60504 -3.01315 -0.09 -0.01 0.26
H 4.83479 0.00959 -1.69024 -0.21 0.00 0.26
H 2.96699 -1.49281 -1.03032 0.09 0.34 0.08
H 1.12545 -1.80505 -2.08677 -0.21 -0.32 0.19
H 0.50867 -4.11569 -2.79988 -0.12 0.20 0.21
```
Forces are in eV/Å.

LUMO level, eV: -4.850
Charge: +1

Mulliken atomic charge list, values in e, 4 entries: number 1, C, carries -0.862; number 2, C, carries -0.628; number 3, C, carries 0.040; number 4, N, carries 0.309



Computed, not measured: a molecular structure, C27H38NO8Ti, with ωB97M-V/def2-TZVPD.

Structure (XYZ):
```
75
Properties=species:S:1:pos:R:3:forces:R:3
Ti 1.54046 1.14414 -0.24844 0.75 -0.09 0.05
C 0.25041 3.12755 -2.17080 -0.13 0.01 0.20
C 1.64954 2.96282 -2.69835 0.16 -0.14 -0.05
O 2.06766 1.60950 -2.37121 -0.30 0.12 -0.01
C 1.88351 0.63653 -3.44216 0.12 0.15 0.01
C 1.15548 -0.55875 -2.87829 0.00 -0.12 0.05
O 1.67262 -0.88474 -1.58959 0.14 0.15 -0.07
C 2.96685 -1.49922 -1.53664 -0.11 -0.09 -0.08
C 3.98654 -0.47349 -1.09890 0.03 0.11 0.16
O 3.43022 0.25469 0.03175 0.12 -0.26 0.14
C 3.79615 -0.25433 1.34980 0.09 -0.01 -0.16
C 2.61038 -0.05179 2.26731 -0.07 0.11 0.02
O 2.02034 1.24197 2.01699 0.10 -0.09 0.01
C 2.73223 2.36904 2.55706 -0.04 -0.12 0.06
C 3.42993 3.07049 1.41760 0.01 0.11 -0.12
O 2.49058 3.15894 0.32390 -0.15 -0.11 0.00
C 1.55073 4.26156 0.42195 0.13 0.02 0.08
C 0.16517 3.68686 0.23407 -0.01 0.00 -0.20
O 0.26484 2.67417 -0.79076 -0.30 0.40 -0.16
H -0.47024 2.49581 -2.68884 0.00 -0.01 -0.04
H -0.09235 4.16059 -2.21620 0.01 0.01 -0.01
H 2.35555 3.62209 -2.19887 0.00 0.03 -0.01
H 1.71535 3.13135 -3.77172 -0.01 -0.01 -0.01
H 2.87457 0.39000 -3.82299 0.01 -0.03 0.00
H 1.30764 1.08664 -4.25015 0.00 -0.02 -0.01
H 1.22385 -1.41078 -3.55742 0.00 -0.01 0.00
H 0.10025 -0.33815 -2.71062 -0.01 0.01 0.00
H 3.24373 -1.93031 -2.50090 -0.01 -0.01 0.00
H 2.88643 -2.31140 -0.81381 0.02 0.00 0.02
H 4.18542 0.27561 -1.86114 -0.01 0.01 -0.02
H 4.93040 -0.93088 -0.80520 0.01 -0.02 -0.01
H 4.69145 0.28130 1.66612 0.00 0.01 0.05
H 4.03053 -1.31637 1.27569 0.01 0.00 0.02
H 2.89685 -0.14730 3.31450 0.03 0.05 0.01
H 1.82215 -0.77054 2.06000 -0.03 -0.01 -0.01
H 3.44004 2.04872 3.32237 0.00 0.01 0.01
H 1.98752 3.00875 3.03152 -0.01 0.02 -0.01
H 4.27455 2.50473 1.03300 0.01 -0.02 0.01
H 3.77627 4.06552 1.69579 0.01 0.00 0.00
H 1.81402 4.98728 -0.34746 -0.02 0.00 -0.02
H 1.63662 4.74753 1.39358 0.00 0.01 -0.01
H -0.55938 4.44491 -0.05990 -0.03 -0.01 0.02
H -0.20980 3.17636 1.11960 0.02 -0.05 0.01
C -4.87054 -3.26459 -3.06880 -0.02 0.00 0.02
C -4.71036 -2.82718 -1.63470 0.06 -0.01 -0.05
C -5.84190 -2.51693 -0.88688 0.00 0.01 0.01
C -5.72843 -2.11460 0.43170 0.01 0.01 0.03
C -4.48307 -2.01442 1.03114 -0.08 0.02 -0.01
C -3.35025 -2.33337 0.29660 0.17 -0.06 0.05
N -2.05222 -2.27840 0.86939 -0.10 0.12 -0.08
C -1.80880 -1.71108 2.13731 0.04 -0.19 0.01
C -2.14248 -2.40108 3.29906 -0.02 -0.01 0.05
C -1.84168 -1.86910 4.54141 0.00 0.01 -0.02
C -1.17901 -0.64971 4.64737 -0.01 -0.03 -0.03
C -0.84113 0.04550 3.49889 -0.04 0.06 0.04
C -1.18085 -0.47413 2.25398 0.13 -0.10 -0.09
C -0.93893 0.29208 1.00039 0.16 -0.16 0.06
O -1.70417 1.05817 0.49990 0.05 0.18 -0.05
O 0.28477 0.02662 0.39951 -0.87 0.00 0.14
C -3.44827 -2.73838 -1.03993 -0.03 -0.04 -0.05
C -2.18935 -3.07827 -1.79555 0.01 0.01 0.00
H -5.92033 -3.24955 -3.35423 0.00 0.00 0.00
H -4.50155 -4.28006 -3.22502 0.00 0.00 0.01
H -4.33190 -2.61030 -3.75744 0.00 0.01 0.01
H -6.81862 -2.59389 -1.34672 0.00 0.00 0.01
H -6.61551 -1.87270 1.00220 0.00 0.00 0.00
H -4.40281 -1.68598 2.05816 0.01 0.00 0.00
H -1.32749 -2.10501 0.19055 0.01 0.03 0.03
H -2.62861 -3.36384 3.20802 0.00 0.01 0.01
H -2.11108 -2.41609 5.43493 0.00 0.01 0.00
H -0.94212 -0.24065 5.61996 0.00 -0.01 0.00
H -0.35136 1.01028 3.57126 -0.02 0.00 -0.01
H -1.61154 -3.85179 -1.28242 -0.01 0.00 0.02
H -1.53343 -2.20148 -1.90414 -0.01 0.00 0.01
H -2.40207 -3.43742 -2.79812 -0.01 0.00 0.00
```
Forces are in eV/Å.

LUMO level (spin up / spin down), eV: -5.963 / -5.529
⟨S²⟩: 0.7523
Charge: +2
Multiplicity: 2

Mulliken atomic charge list, values in e, 4 entries: number 1, Ti, carries 1.120; number 2, C, carries -0.529; number 3, C, carries -0.667; number 4, O, carries -0.138



Computed, not measured: a molecular structure, C27H39As2BF6N6RbS7, with ωB97M-V/def2-TZVPD.

Structure (XYZ):
```
89
Properties=species:S:1:pos:R:3:forces:R:3
Rb -3.79940 3.24916 -0.25586 -0.07 -0.39 1.66
C -3.94952 -3.17386 0.28497 -0.01 -0.04 0.01
C -2.57925 -2.74547 0.68796 0.02 0.21 -0.11
C -1.80207 -3.47586 1.51110 0.04 -0.07 0.13
C -0.51024 -3.00795 1.90464 -0.05 0.05 -0.04
N -0.03770 -1.89906 1.44416 -0.21 -0.09 0.01
N -0.81423 -1.15369 0.62233 0.31 0.35 -0.13
B -0.08652 0.10484 0.23234 -0.23 -0.14 -0.18
N 0.69421 0.77873 1.21434 0.12 0.01 -0.18
N 1.89840 1.20682 0.69052 -0.20 0.24 0.12
C 2.66733 1.91805 1.46096 0.07 -0.04 -0.02
C 2.36470 2.19110 2.80988 0.07 0.00 -0.01
C 1.16492 1.74110 3.35109 -0.15 -0.06 0.01
C 0.77959 2.07127 4.75657 -0.08 0.03 0.07
C 0.29624 1.04126 2.53086 0.20 -0.05 -0.06
S -2.32177 2.31128 2.32272 0.16 -0.09 0.45
C 3.93750 2.47216 0.81985 -0.09 -0.01 -0.01
C 5.16831 1.97971 1.58637 0.01 -0.01 0.04
C 4.05390 2.05285 -0.64556 0.03 0.00 -0.02
C 3.86390 4.00370 0.87883 0.03 0.05 -0.04
N 0.05213 0.37668 -1.22854 0.00 -0.27 0.31
N 0.06052 -0.81069 -1.90333 0.00 0.18 0.00
C 0.07033 -0.80474 -3.18817 -0.01 0.16 -0.02
C 0.09681 0.42586 -3.91949 0.02 -0.19 -0.11
C 0.09807 1.60889 -3.27830 -0.02 0.16 0.34
C 0.11506 2.90726 -4.01110 0.00 -0.02 -0.06
C 0.04364 1.62282 -1.81389 0.08 -0.21 -0.42
S -0.03434 3.04169 -0.96806 -0.03 -0.05 0.19
C 0.04151 -2.14718 -3.90151 -0.01 0.06 0.04
C -1.16084 -2.17220 -4.85238 -0.04 -0.05 -0.04
C -0.09843 -3.29135 -2.89988 0.01 -0.06 -0.01
C 1.33846 -2.32178 -4.70006 0.03 -0.02 -0.01
C -2.08333 -1.45393 0.23368 -0.14 -0.29 0.24
S -3.03664 -0.41009 -0.63380 0.17 0.17 -0.16
C 0.32749 -3.78106 2.90952 -0.02 0.03 -0.05
C 1.63927 -3.05721 3.20036 0.06 0.01 0.03
C -0.47587 -3.89703 4.21172 0.01 0.01 0.06
C 0.62925 -5.17860 2.35741 0.02 -0.03 -0.01
H -4.16749 -4.16832 0.67536 -0.01 0.00 0.00
H -4.04876 -3.16872 -0.80167 0.02 0.00 0.00
H -4.68602 -2.46091 0.65783 0.01 0.00 0.02
H -2.17155 -4.41446 1.90718 0.00 -0.01 -0.02
H 3.04379 2.77626 3.41433 -0.01 0.00 0.02
H 1.62607 2.50447 5.29072 0.00 0.01 0.01
H 0.42348 1.19002 5.29132 0.04 0.00 -0.02
H -0.05830 2.77820 4.77860 0.02 0.02 -0.02
H 5.22533 0.88945 1.56513 0.00 -0.01 0.00
H 5.14795 2.29638 2.63059 0.00 0.00 -0.01
H 6.07650 2.38061 1.12877 0.00 0.00 0.00
H 4.11001 0.96926 -0.75409 -0.01 -0.01 0.04
H 4.96105 2.49590 -1.06828 -0.02 -0.02 0.00
H 3.19357 2.39613 -1.21989 -0.03 0.01 0.02
H 3.81527 4.37413 1.90347 -0.01 -0.03 0.01
H 2.97906 4.35900 0.34818 -0.01 0.00 0.01
H 4.74900 4.43659 0.40383 0.00 -0.01 0.00
H 0.10302 0.40305 -5.00295 0.01 0.01 0.01
H 0.25992 2.73195 -5.07770 -0.02 0.02 -0.01
H 0.90574 3.55300 -3.62744 0.01 -0.02 0.01
H -0.82357 3.44052 -3.85832 -0.01 0.00 0.03
H -2.09007 -2.01243 -4.30346 0.00 0.00 0.02
H -1.21525 -3.14365 -5.35104 -0.01 0.01 0.00
H -1.09331 -1.40512 -5.62496 0.02 0.02 0.01
H -1.01119 -3.18911 -2.31184 -0.01 0.02 -0.01
H 0.73669 -3.32182 -2.20017 0.02 0.03 -0.01
H -0.13442 -4.23825 -3.44631 -0.01 0.00 0.02
H 1.46573 -1.53219 -5.44300 -0.02 0.02 0.00
H 1.32766 -3.27963 -5.22677 0.00 0.00 0.00
H 2.20645 -2.30418 -4.03790 -0.01 0.00 0.01
H 1.46477 -2.05757 3.59799 -0.04 0.00 0.01
H 2.24525 -2.94174 2.30202 -0.01 -0.03 -0.04
H 2.20576 -3.63419 3.93650 0.01 0.02 -0.01
H -0.72462 -2.90802 4.59954 0.00 0.01 0.00
H 0.11214 -4.42541 4.96623 0.01 0.00 -0.01
H -1.40932 -4.44476 4.07327 -0.01 -0.01 -0.03
H 1.18936 -5.11152 1.42275 0.02 0.01 0.00
H -0.28215 -5.74752 2.16376 -0.02 0.01 0.01
H 1.22824 -5.74175 3.07715 0.00 0.00 0.00
S -2.34029 4.08915 5.48155 -0.15 -0.11 -0.02
As -3.65665 3.07011 4.17405 0.14 -0.04 -0.31
S -4.81608 4.31844 2.86276 0.09 -0.12 0.13
S -1.33924 0.60677 3.00871 -0.02 0.11 0.00
S -4.50432 1.24292 4.82000 0.01 0.17 0.08
F -3.00302 2.81702 -2.59439 0.14 -0.06 -0.77
As -4.13091 3.72388 -3.59226 0.20 -0.13 -0.43
F -5.34345 2.54572 -3.19571 -0.02 0.03 -0.11
F -4.62159 4.62302 -2.17510 -0.25 0.56 -0.54
F -5.24778 4.62475 -4.55629 0.06 -0.07 0.00
F -2.87431 4.88985 -3.86623 -0.12 -0.02 -0.12
F -3.61951 2.80124 -4.96808 -0.08 0.08 0.01
```
Forces are in eV/Å.

LUMO level (spin up / spin down), eV: 3.442 / 3.353
⟨S²⟩: 0.7758
Charge: -2
Multiplicity: 2

Mulliken atomic charge list, values in e, 4 entries: number 1, Rb, carries 1.187; number 2, C, carries -1.819; number 3, C, carries 0.058; number 4, C, carries -0.535



Let's list max |F| in order: 1.81; 0.88; 1.71 eV Å⁻¹.
Let's list ΔE to the lowest compared entry with this formula, charge and spin in order: 2.329; 1.707; 0.768 eV.